Entry 1:
ORCA calculation (ωB97M-V/def2-TZVPD) on a molecular structure, C36H48AsBF2N4PTc.

XYZ file:
```
94
Properties=species:S:1:pos:R:3:forces:R:3:lowdin_spin:R:1
Tc -0.170089 2.433913 0.304191 0.048 0.747 0.279 1.7121
C -1.540873 5.556319 0.279936 -0.029 -0.091 0.073 0.0018
C -2.316482 4.587346 -0.616434 -0.029 0.099 -0.011 0.0029
N -1.625975 3.347925 -1.107099 0.326 -0.145 0.025 0.0092
C -0.960813 3.534651 -2.431445 0.002 -0.023 -0.023 0.0092
C 0.318452 4.323604 -2.269056 -0.106 -0.076 0.103 0.0015
N 1.163343 3.615885 -1.274859 0.051 0.005 0.209 0.0286
C 2.259437 2.826468 -1.909595 -0.041 0.097 0.062 0.0081
C 2.600477 1.589563 -1.105043 0.017 0.080 0.054 0.0131
C 2.987273 1.841220 0.347098 -0.088 -0.095 0.001 0.0005
N 1.870646 2.408226 1.196896 -0.030 0.043 -0.153 0.0071
C 2.276611 3.743832 1.749290 0.107 0.098 0.097 -0.0001
C 1.143823 4.763280 1.868055 0.088 0.138 0.064 0.0056
N -0.176520 4.125014 1.844769 -0.246 -0.421 -0.542 0.0387
C -1.284652 5.107460 1.714416 -0.078 0.129 -0.048 0.0040
H -2.176225 6.442483 0.345445 0.012 0.018 -0.001 0.0000
H -0.621072 5.911519 -0.186432 0.005 -0.010 0.021 0.0003
H -2.666386 5.133508 -1.495859 -0.013 -0.007 0.016 0.0000
H -3.206502 4.253845 -0.080271 0.019 0.034 -0.009 -0.0002
H -2.370873 2.674980 -1.263955 0.002 0.017 0.019 0.0051
H -1.640043 4.027345 -3.130904 -0.019 -0.009 0.024 -0.0001
H -0.743209 2.535614 -2.819465 0.032 0.035 -0.030 0.0044
H 0.103735 5.324096 -1.902072 -0.005 0.009 -0.072 0.0000
H 0.849247 4.442153 -3.214382 -0.086 -0.051 -0.044 0.0001
H 1.625020 4.330166 -0.719327 -0.075 -0.021 0.017 0.0034
H 3.127899 3.477394 -2.036936 0.040 -0.063 -0.051 0.0004
H 1.928292 2.532619 -2.905801 0.004 -0.036 0.017 0.0002
H 3.421668 1.073712 -1.608769 0.032 -0.020 0.095 0.0007
H 1.733128 0.933026 -1.127385 -0.070 -0.120 -0.094 0.0108
H 3.838956 2.520314 0.387766 -0.001 -0.008 0.031 0.0000
H 3.325361 0.919430 0.816927 -0.037 -0.101 -0.060 0.0001
H 1.770921 1.793052 2.002531 0.089 -0.103 -0.018 0.0057
H 3.044357 4.159701 1.098534 0.004 0.013 0.048 -0.0001
H 2.759080 3.585619 2.714362 -0.039 -0.014 0.012 -0.0003
H 1.182569 5.481599 1.047748 -0.032 -0.032 -0.018 0.0001
H 1.277201 5.345473 2.783462 -0.044 0.027 -0.026 0.0012
H -0.316622 3.639357 2.729474 -0.035 -0.026 -0.032 0.0055
H -1.064038 5.979720 2.335076 0.023 -0.006 -0.008 0.0012
H -2.180863 4.642353 2.122779 0.024 0.078 0.010 -0.0001
C 0.895186 -1.234826 -0.044426 -0.207 -0.057 -0.025 0.0246
C 0.443035 -1.746266 -1.407460 0.033 0.046 -0.043 0.0973
As 1.289707 -3.475217 -1.797571 -0.055 0.008 0.046 0.4859
C 0.959125 -4.617276 -0.302821 0.028 0.002 -0.005 0.0815
C -0.319902 -5.152650 -0.144476 -0.006 -0.005 -0.008 0.0196
C -0.577217 -5.954421 0.956710 -0.043 0.005 -0.038 0.0052
C 0.428654 -6.222130 1.875972 -0.009 -0.025 0.038 0.0020
C 1.699025 -5.690079 1.708044 0.052 0.031 -0.020 0.0002
C 1.973116 -4.880802 0.614535 -0.010 -0.003 0.019 0.0101
C 0.585588 -4.227072 -3.358800 -0.006 -0.013 -0.062 0.0836
C 0.130685 -3.418467 -4.412288 -0.008 -0.006 0.012 0.0460
C -0.359613 -4.015223 -5.555447 0.009 0.071 0.026 0.0033
C -0.366750 -5.404038 -5.665148 -0.021 -0.032 -0.047 0.0787
C 0.113192 -6.206047 -4.635634 0.023 -0.030 0.053 -0.0014
C 0.605833 -5.625376 -3.482959 -0.003 -0.007 -0.017 0.0524
P -0.246040 0.011155 0.761458 -0.068 -0.291 -0.183 0.0537
C -1.785383 -0.937107 0.611853 0.039 -0.009 0.062 0.0035
C -2.601248 -0.714541 -0.497815 0.007 0.014 0.042 0.0048
C -3.705163 -1.517290 -0.730372 -0.029 -0.006 -0.018 0.0011
C -4.003849 -2.550581 0.148508 -0.012 -0.003 -0.013 -0.0005
C -3.189117 -2.789404 1.246505 0.001 0.004 0.008 0.0007
C -2.076323 -1.993919 1.476562 0.009 0.017 -0.045 -0.0003
C 0.299215 -0.162343 2.500429 0.102 0.016 -0.049 0.0120
C -0.579559 0.048237 3.564905 0.047 0.047 -0.054 0.0057
C -0.127242 -0.034080 4.873461 -0.039 -0.005 0.030 0.0000
C 1.202432 -0.324231 5.142097 0.013 -0.014 0.043 0.0036
C 2.081261 -0.560760 4.095564 0.018 -0.013 -0.001 0.0018
C 1.631896 -0.488859 2.785176 -0.054 0.092 -0.054 0.0019
H 1.906117 -0.848821 -0.106915 0.189 0.048 0.031 0.0017
H 0.896492 -2.055065 0.680025 -0.001 -0.016 -0.025 0.0019
H 0.667164 -1.051892 -2.218681 -0.001 -0.024 0.004 0.0010
H -0.626443 -1.971878 -1.428504 0.016 -0.003 0.001 0.0131
H -1.101510 -4.961189 -0.870500 0.005 0.001 0.003 0.0003
H -1.560803 -6.385997 1.085919 -0.001 -0.003 0.002 0.0009
H 0.223466 -6.862923 2.723051 0.000 -0.002 0.002 0.0001
H 2.481527 -5.918048 2.418803 0.004 0.003 -0.001 0.0000
H 2.970347 -4.483008 0.471653 0.002 -0.002 0.000 0.0045
H 0.150054 -2.338601 -4.332591 -0.001 0.000 -0.002 0.0014
H -0.730466 -3.407831 -6.369350 0.003 0.004 0.001 -0.0008
H -0.741568 -5.864588 -6.569597 0.000 -0.001 0.000 0.0038
H 0.109260 -7.282192 -4.739380 0.004 -0.002 0.004 -0.0011
H 0.990796 -6.244679 -2.682194 -0.002 -0.003 -0.004 0.0010
H -2.378483 0.097959 -1.180699 0.011 0.015 -0.014 0.0032
H -4.340372 -1.328952 -1.585164 -0.011 -0.011 -0.006 0.0000
H -4.877708 -3.165456 -0.019921 -0.005 -0.004 -0.002 0.0000
H -3.423901 -3.592559 1.932112 -0.004 -0.001 0.004 0.0001
H -1.446922 -2.198746 2.332911 0.025 0.011 0.013 0.0000
H -1.626019 0.238831 3.387601 -0.116 0.086 -0.044 0.0000
H -0.823054 0.115499 5.687946 -0.011 0.007 0.002 -0.0001
H 1.547552 -0.389136 6.165053 0.000 0.005 0.005 0.0002
H 3.111807 -0.821879 4.297096 -0.001 0.004 0.004 0.0001
H 2.325979 -0.719192 1.987800 0.045 0.013 0.022 0.0001
F -2.337029 2.381137 2.464109 0.065 -0.195 0.233 0.0067
B -2.102723 2.106920 1.180880 0.280 0.076 0.057 0.0096
F -3.210325 1.872111 0.478280 -0.126 -0.028 -0.024 -0.0052
```
Forces are in eV/Å.

calculated total energy: -4501.33053 Ha
orbital gap (alpha / beta): 8.8 / 6.3 eV
⟨S²⟩: 3.776
molecular weight: 789.51 g/mol
charge: +3
multiplicity: 4
HOMO energy (alpha / beta): -0.5904 / -0.5988 hartree

***

Entry 2:
ORCA calculation (ωB97M-V/def2-TZVPD) on a molecular structure, C36H48N7O2SSc at a distorted geometry.

XYZ file:
```
95
Properties=species:S:1:pos:R:3:forces:R:3:lowdin_charge:R:1
Sc -1.379543 -0.490151 0.187004 0.465 0.299 -0.075 0.9624
O -2.545062 0.793551 1.054282 -0.522 0.701 0.320 -0.1781
C -3.014608 2.023188 1.054948 0.151 -0.308 -0.016 -0.3288
C -3.492192 2.599592 2.241079 -0.023 -0.013 0.117 -0.0003
C -3.948439 3.900754 2.262699 0.035 -0.044 -0.031 -0.0792
C -3.943220 4.675190 1.100630 0.007 0.006 0.018 -0.1002
C -3.489785 4.112709 -0.074230 -0.033 0.020 -0.067 -0.0490
C -3.037183 2.790027 -0.120309 0.061 0.024 -0.221 -0.0967
C -2.592873 2.178392 -1.371595 0.049 0.047 -0.113 -0.2549
N -1.895644 1.062205 -1.525991 0.178 -0.535 0.270 0.0517
C -1.724536 0.869241 -2.881413 0.109 -0.027 0.095 -0.1198
C -2.308947 1.881047 -3.561205 -0.131 0.150 0.080 -0.0632
N -2.859207 2.698315 -2.592812 0.085 0.042 -0.155 0.1189
H -3.475753 1.984844 3.134144 -0.009 0.052 -0.038 0.1230
H -4.303015 4.328460 3.192043 0.000 -0.008 0.003 0.1043
H -4.282910 5.703253 1.120878 0.019 -0.060 -0.007 0.0992
H -3.471189 4.724391 -0.970136 0.009 -0.006 0.001 0.1038
H -1.211494 0.001734 -3.262938 -0.073 0.043 0.071 0.0852
H -2.402954 2.084534 -4.614039 -0.006 0.010 0.071 0.1123
H -3.387889 3.532450 -2.758087 -0.093 0.091 -0.032 0.1460
C 0.842956 3.200965 -0.552106 -0.024 -0.025 -0.006 -0.0567
C 0.504664 2.624757 0.826444 0.240 0.129 0.025 -0.3717
C 0.043609 3.726351 1.784916 -0.008 -0.007 0.083 -0.0405
C 1.663235 1.835536 1.415229 -0.094 -0.029 -0.065 -0.1557
C 2.888477 2.471834 1.564068 0.072 0.003 0.009 -0.0407
C 3.981791 1.812127 2.101147 -0.025 0.003 0.020 -0.0709
C 3.855744 0.486783 2.478284 0.079 0.016 -0.028 -0.0458
C 2.654354 -0.198922 2.334599 -0.052 -0.099 -0.007 -0.1502
C 2.630591 -1.682820 2.694517 0.182 0.036 0.033 -0.3750
C 3.641068 -2.482116 1.861379 -0.025 0.065 0.015 -0.0594
C 2.884090 -1.904370 4.189352 -0.027 0.030 0.004 -0.0604
C 1.541742 0.498310 1.826763 -0.102 -0.012 0.057 -0.2144
N 0.276091 -0.172293 1.724069 0.098 0.046 -0.086 -0.0071
C -0.158880 -0.716321 2.829880 -0.079 0.091 -0.013 -0.0894
C -1.306371 -1.518610 2.903645 -0.114 -0.055 0.043 -0.3131
C -1.917454 -2.064492 4.036945 -0.014 0.001 0.117 -0.0220
C -3.068435 -2.699052 3.586613 -0.042 -0.108 0.041 -0.0267
C -3.115456 -2.516408 2.188043 -0.114 -0.061 0.082 -0.2465
N -2.053888 -1.815121 1.776867 0.234 -0.044 -0.071 0.0289
C -4.161665 -3.029716 1.223228 0.000 -0.015 0.000 -0.5394
C -4.499064 -1.961857 0.175786 -0.099 0.017 0.143 -0.0470
C -5.440618 -3.393143 1.981833 -0.012 -0.039 0.024 -0.0615
C -3.613295 -4.276577 0.511574 0.009 -0.022 0.002 -0.0350
H -0.009930 3.769397 -0.939287 0.055 -0.040 0.029 0.0762
H 1.078939 2.400882 -1.258093 0.000 0.054 0.041 0.0497
H 1.701106 3.877367 -0.501291 -0.080 -0.016 -0.006 0.0743
H -0.331346 1.951502 0.698994 -0.266 -0.216 -0.027 0.0748
H 0.837252 4.467164 1.928357 -0.067 -0.046 0.004 0.0804
H -0.212386 3.309771 2.764198 0.020 0.051 -0.093 0.0898
H -0.840681 4.238129 1.390721 0.080 -0.040 0.026 0.0699
H 2.986981 3.509403 1.260862 -0.007 -0.067 0.025 0.1094
H 4.926973 2.327309 2.226035 -0.032 -0.008 -0.011 0.1003
H 4.717287 -0.033724 2.885553 -0.060 0.026 -0.037 0.1083
H 1.650382 -2.086141 2.460800 -0.073 -0.073 -0.049 0.1147
H 4.660856 -2.114521 2.014720 -0.085 -0.050 -0.037 0.0732
H 3.393162 -2.409631 0.801430 0.063 0.025 -0.018 0.0596
H 3.618370 -3.538455 2.147103 -0.016 0.099 -0.015 0.0804
H 3.875818 -1.542761 4.476441 -0.061 -0.021 -0.012 0.0769
H 2.828859 -2.968601 4.433092 0.006 0.061 -0.015 0.0809
H 2.148892 -1.375906 4.801728 0.067 -0.030 0.005 0.0706
H 0.381489 -0.537435 3.756909 0.022 0.017 0.055 0.1376
H -1.551573 -1.989346 5.053976 -0.055 -0.026 -0.128 0.1070
H -3.783088 -3.243909 4.188621 0.074 0.097 -0.096 0.0978
H -4.800361 -1.024941 0.649466 0.000 -0.016 -0.013 0.0903
H -5.316259 -2.312743 -0.459970 0.019 0.015 0.012 0.0900
H -3.651784 -1.774164 -0.480392 0.086 0.012 -0.107 0.0363
H -5.820993 -2.536150 2.544810 0.010 -0.059 -0.039 0.0907
H -5.268164 -4.215702 2.681233 -0.017 0.059 -0.037 0.0797
H -6.212069 -3.712016 1.274390 0.060 0.015 0.060 0.0833
H -2.721670 -4.023010 -0.066105 -0.043 -0.017 0.026 0.0690
H -4.366727 -4.686929 -0.169410 0.057 0.035 0.038 0.0861
H -3.346820 -5.049874 1.237723 -0.027 0.045 -0.047 0.0887
O -0.416805 -3.031095 -3.207934 -0.099 0.294 0.250 0.0564
C -0.856670 -2.477176 -2.252776 -0.161 0.093 0.352 -0.5325
N -1.305830 -1.914309 -1.294711 0.075 -0.701 -0.917 -0.0183
C 2.561544 0.112108 -6.168774 -0.023 -0.007 0.002 -0.0832
C 2.437588 -0.925707 -5.061482 -0.047 0.065 0.023 -0.2262
N 1.965245 -0.359651 -3.795805 0.103 0.101 -0.154 0.0162
C 2.560245 -0.463175 -2.590102 -0.195 -0.146 -0.044 -0.7901
S 1.653964 -0.487822 -1.169561 0.359 0.109 -0.004 0.7544
N 3.905008 -0.587166 -2.529299 0.185 0.002 -0.058 0.0002
C 4.899540 0.022918 -3.417522 -0.047 -0.098 0.092 -0.2334
C 6.023635 -0.944090 -3.756502 -0.050 -0.034 0.040 -0.0814
H 2.908431 -0.358683 -7.092523 -0.036 0.042 0.076 0.0783
H 3.261886 0.904441 -5.896965 -0.055 -0.018 -0.062 0.0622
H 1.593397 0.576942 -6.367015 0.052 -0.011 0.000 0.0742
H 3.382529 -1.433602 -4.889706 0.037 -0.024 0.052 0.1000
H 1.725843 -1.695738 -5.359919 -0.040 -0.064 0.019 0.1214
H 0.966939 -0.293619 -3.700177 -0.108 -0.014 -0.034 0.0884
H 4.211470 -0.708276 -1.577140 0.024 0.023 0.093 0.1104
H 5.305264 0.907085 -2.921971 0.022 0.057 0.040 0.1208
H 4.411734 0.372202 -4.318547 -0.065 0.032 -0.009 0.0786
H 6.513714 -1.293525 -2.844791 -0.004 0.000 -0.065 0.0751
H 6.776040 -0.458122 -4.382075 -0.064 -0.024 0.047 0.0764
H 5.635891 -1.817484 -4.285348 0.049 0.034 0.020 0.0699
```
Forces are in eV/Å.

calculated total energy: -3093.55188 Ha
orbital gap: 7.7 eV
relative energy (zero: lowest compared OMol25 entry of this formula, charge and spin): 0.975 eV
molecular weight: 687.85 g/mol
charge: 0
HOMO energy: -0.2672 hartree